Formula: C21H29N3O3
Source: the Open Molecules 2025 dataset
Level of theory: wB97M-V/def2-TZVPD

Properties
ΔE to the lowest compared entry with this formula, charge and spin in kcal/mol: 60.8
Orbital gap in eV: 9.8
Multiplicity: 1
Electronic energy in hartree: -1207.61393
LUMO energy in eV: 0.758
SMILES string: C=CCCCCCCCCC(=O)NN[C@@H]1CC(=O)N(c2ccccc2)C1=O

Last column: natural (NBO) charge in e.
Positions of all 56 atoms, in Å:
1 C 2.83624 -8.36352 0.24121  -0.40
2 C 2.19898 -7.63317 -0.65414  -0.17
3 C 0.70988 -7.52554 -0.74551  -0.44
4 C 0.19709 -6.14501 -0.31283  -0.38
5 C 0.61969 -5.02153 -1.25626  -0.39
6 C 0.00758 -3.68316 -0.84942  -0.38
7 C 0.42366 -2.55183 -1.78620  -0.38
8 C -0.18425 -1.21517 -1.36968  -0.40
9 C 0.22047 -0.08354 -2.31162  -0.38
10 C -0.39978 1.25237 -1.89200  -0.49
11 C 0.03891 1.67491 -0.51194  0.68
12 O -0.68928 1.76386 0.45717  -0.64
13 N 1.37574 1.90252 -0.38366  -0.48
14 N 1.87591 2.39209 0.83152  -0.43
15 C 1.84030 3.86579 0.93024  -0.16
16 C 1.89419 4.29813 2.38569  -0.52
17 C 0.45708 4.64934 2.73533  0.71
18 O 0.01195 4.87052 3.82665  -0.55
19 N -0.25452 4.72137 1.54783  -0.51
20 C -1.63510 5.05285 1.48019  0.21
21 C -2.53193 4.41898 2.32748  -0.21
22 C -3.87465 4.74247 2.25616  -0.20
23 C -4.31977 5.68194 1.34139  -0.21
24 C -3.41874 6.30353 0.49368  -0.21
25 C -2.07156 5.99604 0.56129  -0.22
26 C 0.49519 4.39910 0.43857  0.71
27 O 0.14084 4.46453 -0.71060  -0.57
28 H 3.91138 -8.41010 0.28381  0.20
29 H 2.30583 -8.95278 0.97189  0.19
30 H 2.75809 -7.05481 -1.37759  0.19
31 H 0.25402 -8.28513 -0.10701  0.21
32 H 0.39559 -7.71137 -1.77626  0.20
33 H -0.89447 -6.17824 -0.27041  0.20
34 H 0.56198 -5.93030 0.69411  0.20
35 H 0.30590 -5.26666 -2.27417  0.19
36 H 1.70714 -4.92909 -1.25514  0.20
37 H -1.08169 -3.76791 -0.84969  0.19
38 H 0.31807 -3.43950 0.16922  0.20
39 H 0.10781 -2.79122 -2.80464  0.19
40 H 1.51329 -2.46839 -1.78974  0.19
41 H -1.27279 -1.29992 -1.35689  0.20
42 H 0.13655 -0.97239 -0.35448  0.20
43 H -0.11087 -0.31992 -3.32529  0.21
44 H 1.30964 -0.00165 -2.32974  0.19
45 H -1.48710 1.16969 -1.87875  0.23
46 H -0.12057 2.03883 -2.59612  0.23
47 H 1.98389 2.00856 -1.18033  0.39
48 H 1.24385 2.00722 1.54024  0.38
49 H 2.65892 4.24979 0.31304  0.22
50 H 2.51073 5.18697 2.52739  0.25
51 H 2.27426 3.51899 3.04554  0.25
52 H -2.17957 3.68088 3.02938  0.23
53 H -4.57601 4.25257 2.91454  0.22
54 H -5.36980 5.92806 1.28699  0.21
55 H -3.76307 7.03441 -0.22263  0.21
56 H -1.36512 6.47550 -0.09781  0.23

Formula: C2H6I2NP
Source: the Open Molecules 2025 dataset
Level of theory: wB97M-V/def2-TZVPD

Properties
ΔE to the lowest compared entry with this formula, charge and spin in kcal/mol: 49.2
Orbital gap in eV: 8.8
Multiplicity: 1
Electronic energy in hartree: -1071.23919
LUMO energy in eV: -0.273

Last column: natural (NBO) charge in e.
Positions of all 12 atoms, in Å:
1 C -0.33796 -1.13152 -0.81869  -0.73
2 C -1.18850 -0.50113 0.23635  -0.03
3 N -0.64303 0.78666 0.59889  -0.97
4 P 1.09685 0.80179 0.49345  0.52
5 I -1.60692 -1.95845 1.92972  0.03
6 I -3.06706 0.02189 -0.68674  0.12
7 H -0.93053 -2.02931 -1.40632  0.25
8 H 0.52090 -1.58893 -0.42417  0.23
9 H -0.01290 -0.22124 -1.38916  0.23
10 H -1.12927 1.29769 1.36907  0.41
11 H 1.21977 0.93457 1.93930  -0.04
12 H 1.05983 2.11460 0.28237  -0.05

Formula: C20H23FN4O4
Source: the Open Molecules 2025 dataset
Level of theory: wB97M-V/def2-TZVPD

Properties
ΔE to the lowest compared entry with this formula, charge and spin in kcal/mol: 5.9
Orbital gap in eV: 9.6
Multiplicity: 1
Electronic energy in hartree: -1395.84599
LUMO energy in eV: 0.673
SMILES string: COCCNC(=O)CN(C(=O)CCC(=O)Nc1ccccn1)c1ccccc1F

Last column: natural (NBO) charge in e.
Positions of all 52 atoms, in Å:
1 C -3.13722 -1.38726 -1.79283  -0.25
2 O -2.31670 -1.29173 -0.65766  -0.56
3 C -1.86528 -2.54993 -0.20569  -0.06
4 C -0.85309 -2.34672 0.92231  -0.24
5 N 0.38086 -1.78676 0.42631  -0.64
6 C 1.36761 -2.58215 -0.01897  0.67
7 O 1.39309 -3.78536 0.15094  -0.64
8 C 2.51791 -1.89309 -0.76215  -0.32
9 N 2.53445 -0.44324 -0.74410  -0.48
10 C 1.80906 0.20871 -1.69880  0.72
11 O 1.22093 -0.40929 -2.56412  -0.63
12 C 1.71232 1.72198 -1.60487  -0.50
13 C 0.24809 2.11173 -1.80264  -0.49
14 C -0.57081 1.62084 -0.62191  0.72
15 O -0.06671 1.06496 0.33412  -0.65
16 N -1.89740 1.88113 -0.74302  -0.60
17 C -2.94076 1.49568 0.09400  0.38
18 C -2.75974 0.99078 1.37950  -0.27
19 C -3.88778 0.63399 2.09312  -0.15
20 C -5.14113 0.80194 1.52029  -0.28
21 C -5.20613 1.33304 0.24408  0.05
22 N -4.13732 1.67349 -0.45497  -0.47
23 C 3.31669 0.16938 0.25204  0.15
24 C 3.15272 -0.17071 1.59208  -0.23
25 C 3.95169 0.39716 2.56746  -0.20
26 C 4.93407 1.31218 2.22738  -0.20
27 C 5.12708 1.65358 0.90019  -0.27
28 C 4.32904 1.07471 -0.06701  0.37
29 F 4.55258 1.39284 -1.36199  -0.33
30 H -2.57829 -1.77674 -2.65228  0.17
31 H -3.49456 -0.38254 -2.01045  0.20
32 H -3.99726 -2.04221 -1.60399  0.17
33 H -1.38414 -3.09981 -1.02748  0.18
34 H -2.71728 -3.14561 0.15858  0.17
35 H -0.62329 -3.31626 1.37058  0.23
36 H -1.27254 -1.67019 1.66808  0.20
37 H 0.35872 -0.79900 0.20414  0.43
38 H 3.46020 -2.27882 -0.36699  0.23
39 H 2.42677 -2.20877 -1.80812  0.26
40 H 2.05900 2.08230 -0.63726  0.23
41 H 2.32552 2.15666 -2.39574  0.25
42 H -0.12772 1.63988 -2.71341  0.25
43 H 0.14108 3.19435 -1.89474  0.23
44 H -2.23014 2.27257 -1.61551  0.42
45 H -1.76960 0.88005 1.78507  0.25
46 H -3.79206 0.22936 3.09033  0.22
47 H -6.03995 0.53054 2.05075  0.22
48 H -6.15347 1.49555 -0.25327  0.20
49 H 2.38612 -0.88051 1.85833  0.24
50 H 3.80417 0.12348 3.60059  0.22
51 H 5.55554 1.75502 2.98972  0.22
52 H 5.89504 2.34881 0.60001  0.23

Formula: C27H50BClN11O19
Source: the Open Molecules 2025 dataset
Level of theory: wB97M-V/def2-TZVPD

Properties
Total charge: +1
Orbital gap in eV: 7.7
Multiplicity: 1
Electronic energy in hartree: -3574.80229
LUMO energy in eV: -3.888

Last column: Löwdin charge in e.
Positions of all 109 atoms, in Å:
1 C 2.19781 -1.10277 -1.87872  -0.07
2 C 1.94464 -0.89373 -3.41630  -0.21
3 N 0.61647 -0.24249 -3.74222  0.01
4 C -0.42416 -0.86029 -2.94325  -0.14
5 C -0.80901 -2.26411 -3.25637  0.01
6 C -0.20595 -3.10280 -4.41285  -0.45
7 O 0.60972 -3.95526 -4.22769  0.16
8 O -0.61029 -2.86996 -5.72389  0.11
9 C -1.84709 -2.87624 -2.42837  0.11
10 C -2.51136 -2.14105 -1.33373  -0.08
11 C -3.63247 -2.91084 -0.58284  -0.09
12 C -4.92907 -3.08105 -1.50066  -0.13
13 C -5.71989 -1.76378 -1.70324  -0.20
14 C -6.01239 -0.80566 -0.64592  -0.05
15 C -6.72366 0.46649 -0.83994  -0.06
16 C -7.16077 0.78355 -2.20162  -0.07
17 C -6.90617 -0.20029 -3.27395  -0.09
18 C -6.20377 -1.45853 -3.05889  -0.03
19 N -2.11245 -0.83914 -1.10419  0.18
20 B -2.77446 0.00025 -0.02251  -0.64
21 N -2.52330 -0.28450 1.42062  0.17
22 O -3.58952 1.08019 -0.30322  0.15
23 C -1.11981 -0.18147 -1.84585  -0.05
24 C -0.71599 1.30429 -1.58502  -0.13
25 C 0.25211 1.46942 -0.32726  -0.62
26 C 1.44722 2.44110 -0.75536  -0.12
27 Cl -0.57954 2.34626 1.06958  0.64
28 H 3.27574 -1.42254 -1.77436  0.10
29 H 2.10062 -0.11979 -1.35719  0.04
30 H 1.58643 -1.91188 -1.40637  0.09
31 H 2.12037 -1.85092 -3.97338  0.11
32 H 2.72899 -0.17035 -3.78546  0.12
33 H 0.42032 -0.56600 -4.70130  0.11
34 H -1.28559 -2.15944 -5.74773  0.09
35 H -2.14885 -3.92123 -2.67938  0.14
36 H -3.87094 -2.54036 0.44281  0.11
37 H -3.25008 -3.96658 -0.44119  0.13
38 H -4.58687 -3.48662 -2.49958  0.11
39 H -5.56432 -3.92022 -1.05436  0.12
40 H -5.64647 -1.03106 0.39116  0.11
41 H -6.87516 1.14505 0.03267  0.11
42 H -7.67200 1.74750 -2.41935  0.10
43 H -7.27300 0.08231 -4.29541  0.10
44 H -6.02682 -2.17007 -3.90401  0.11
45 H -2.91607 -1.19129 1.69222  0.07
46 H -1.51788 -0.36270 1.60785  0.06
47 H -3.74277 1.53099 0.55134  0.13
48 H -1.60103 2.00055 -1.54248  0.12
49 H -0.11177 1.66453 -2.46682  0.12
50 H 0.62960 0.49519 0.06769  0.10
51 H 0.97435 3.24153 -1.38718  0.09
52 H 2.28609 1.90257 -1.25881  0.08
53 H 1.78584 2.95817 0.18688  0.06
54 C 4.76745 1.85625 2.40971  0.03
55 N 4.41429 0.96809 1.26878  -0.42
56 O 3.51811 0.15594 1.43874  0.03
57 O 5.04819 1.11309 0.23805  0.04
58 H 4.12826 1.61598 3.25491  0.10
59 H 5.80693 1.67605 2.65240  0.07
60 H 4.60881 2.88168 2.08622  0.08
61 C -0.81937 0.69679 4.50053  0.04
62 N 0.42604 0.48392 5.28655  -0.44
63 O 0.89075 -0.64108 5.30825  0.06
64 O 0.89082 1.45430 5.85087  0.07
65 H -1.11736 -0.24870 4.05486  0.06
66 H -1.58379 1.05791 5.18516  0.11
67 H -0.59614 1.43477 3.73214  0.05
68 C 1.33365 -3.52350 3.37392  0.06
69 N -0.07086 -3.39928 2.89924  -0.44
70 O -0.84673 -2.77966 3.60189  0.05
71 O -0.34488 -3.92763 1.83630  0.05
72 H 1.42702 -3.00682 4.32535  0.08
73 H 1.54875 -4.58406 3.48631  0.11
74 H 1.97528 -3.06825 2.62217  0.10
75 C -3.91709 1.54169 -4.77112  0.06
76 N -3.40935 0.40509 -5.58862  -0.42
77 O -2.65688 -0.39278 -5.04021  0.03
78 O -3.77643 0.34963 -6.73969  0.11
79 H -3.50702 1.46041 -3.76793  0.09
80 H -3.58889 2.46290 -5.24835  0.11
81 H -5.00225 1.47372 -4.74944  0.09
82 C 5.57053 3.97435 -1.83758  0.05
83 N 4.72586 4.62984 -0.80355  -0.43
84 O 4.36319 3.94598 0.13786  0.03
85 O 4.45849 5.80117 -0.97257  0.08
86 H 5.72549 2.93622 -1.55424  0.08
87 H 5.04018 4.04229 -2.78511  0.10
88 H 6.51637 4.51022 -1.87596  0.11
89 C 8.23549 2.54409 6.00339  0.05
90 N 7.53250 1.86820 4.88047  -0.42
91 O 6.65070 2.49177 4.30827  0.03
92 O 7.88418 0.73908 4.60802  0.08
93 H 7.81831 3.53759 6.13049  0.05
94 H 8.07955 1.94366 6.89695  0.11
95 H 9.29095 2.59800 5.74341  0.11
96 C -4.91260 -6.98867 -3.14675  0.05
97 N -4.79049 -6.62546 -1.70892  -0.45
98 O -5.80976 -6.30585 -1.12403  0.06
99 O -3.67597 -6.67368 -1.22284  0.06
100 H -5.95450 -6.90076 -3.44160  0.10
101 H -4.29105 -6.29865 -3.71371  0.09
102 H -4.56516 -8.01363 -3.25679  0.11
103 C 5.00479 5.92308 6.44020  0.05
104 N 6.22592 5.67110 7.25101  -0.43
105 O 6.66019 4.52938 7.27373  0.02
106 O 6.70378 6.62028 7.83256  0.09
107 H 4.69205 4.98945 5.98069  0.09
108 H 4.23702 6.29933 7.11267  0.10
109 H 5.26116 6.66025 5.68242  0.10

Q: The lowest orbital gap belongs to which entry?
A: C27H50BClN11O19

Q: multiplicity of number 4 (C27H50BClN11O19)?
A: 1